{"formula": "C6H24N2O7", "method": "the ωB97M-V functional and the def2-TZVPD basis", "symbols": ["C", "C", "C", "C", "C", "N", "C", "N", "H", "H", "H", "H", "H", "H", "H", "H", "H", "H", "H", "H", "O", "H", "H", "O", "H", "H", "O", "H", "H", "O", "H", "H", "O", "H", "H", "O", "H", "H", "O"], "xyz": [[3.414, 0.406, -1.787], [2.108, 0.494, -2.614], [1.125, -0.638, -2.122], [-0.065, -0.175, -1.360], [-0.100, 0.494, -0.172], [-1.366, 0.946, 0.100], [-2.078, 0.586, -0.934], [-1.341, -0.058, -1.872], [3.666, -0.570, -1.381], [3.369, 1.200, -1.034], [4.292, 0.643, -2.399], [2.297, 0.302, -3.665], [1.653, 1.476, -2.509], [0.806, -1.155, -3.036], [1.660, -1.339, -1.501], [0.760, 0.692, 0.433], [-3.119, 0.850, -0.985], [-1.727, -0.799, -2.503], [-1.106, -2.463, 0.235], [-0.968, -3.857, 1.000], [-0.675, -3.364, 0.260], [1.004, -0.554, 3.123], [-0.273, 0.468, 2.830], [0.096, -0.290, 3.359], [-1.130, -1.410, 2.442], [-2.000, -1.942, 3.417], [-1.895, -1.995, 2.430], [-1.243, 2.981, 0.603], [-1.803, 3.653, 1.807], [-1.291, 3.857, 0.992], [3.387, 0.191, 1.702], [1.946, 0.207, 1.274], [2.530, -0.179, 1.909], [0.241, 3.346, 2.057], [1.449, 2.372, 2.466], [1.050, 3.233, 2.579], [-1.344, -2.816, -3.731], [-1.497, -3.160, -2.259], [-1.951, -2.700, -2.993]], "atomic_forces_ev_per_a": [[0.4, 1.2, -0.8], [0.1, -1.4, 0.9], [-0.3, 0.4, -1.0], [0.3, 0.9, 0.0], [0.0, -0.5, -0.5], [0.4, 0.5, 0.2], [-0.3, 0.4, 0.6], [-0.5, -1.4, -0.4], [-0.5, -0.1, 0.3], [0.2, -0.5, 0.3], [-0.2, 0.2, 0.0], [0.1, 0.1, -0.1], [0.0, 0.0, -0.1], [-0.1, -0.2, 0.4], [0.3, -0.4, 0.1], [-0.2, 0.3, 0.2], [-0.2, -0.4, -0.4], [0.3, 0.9, 0.4], [0.5, -1.8, 0.7], [-0.8, -0.1, 1.3], [0.3, 2.0, -2.3], [-0.4, 0.8, -0.3], [1.2, -1.1, 0.7], [-0.9, 0.5, -0.3], [0.6, 0.2, -0.6], [-0.5, -0.5, -1.2], [-0.3, 0.1, 1.9], [-0.1, -0.6, -0.6], [0.3, 0.5, -0.7], [-0.4, -0.1, 1.3], [0.4, 0.0, 0.1], [-0.4, 0.1, -0.6], [0.4, -0.3, 0.6], [0.2, -0.2, -0.3], [-0.2, -0.2, -0.2], [0.2, 0.5, 0.5], [-0.1, -0.1, -0.2], [-0.4, 0.2, -0.2], [0.5, -0.1, 0.4]], "orbital_gap_ha": 0.352, "mol_weight_g_mol": 236.27, "smiles": "CCCc1cnc[nH]1.O.O.O.O.O.O.O", "relative_energy_kcal_mol": 41.7, "max_force_ev_per_a": 3.06, "e_lumo_ev": 0.34}

{"formula": "C6H24N8O6", "method": "the ωB97M-V functional and the def2-TZVPD basis", "symbols": ["C", "O", "H", "H", "H", "H", "C", "O", "H", "H", "H", "H", "C", "O", "N", "N", "H", "H", "H", "H", "C", "O", "N", "N", "H", "H", "H", "H", "C", "O", "N", "N", "H", "H", "H", "H", "C", "O", "N", "N", "H", "H", "H", "H"], "xyz": [[3.090, 0.678, 1.135], [3.047, -0.691, 1.431], [4.101, 1.034, 1.336], [3.028, 0.815, 0.055], [2.454, 1.232, 1.824], [2.818, -1.166, 0.629], [0.478, -0.165, 0.299], [0.768, 0.793, 1.324], [-0.047, -1.106, 0.464], [0.094, 0.343, -0.586], [1.394, -0.451, -0.218], [1.508, 0.494, 1.857], [-0.558, -2.462, 2.239], [0.002, -3.153, 2.995], [-1.323, -1.474, 2.614], [-0.642, -2.638, 0.945], [-1.266, -1.432, 3.622], [-1.868, -0.934, 1.957], [-1.101, -1.936, 0.382], [-0.017, -3.403, 0.733], [-1.576, -0.347, -2.323], [-1.564, -0.263, -3.516], [-2.455, -1.037, -1.678], [-0.886, 0.353, -1.496], [-2.593, -0.885, -0.689], [-2.836, -1.796, -2.226], [-0.230, 0.969, -1.953], [-1.200, 0.557, -0.558], [-1.925, 0.105, 0.655], [-1.554, -1.057, 0.564], [-1.204, 1.182, 0.574], [-3.198, 0.494, 0.646], [-1.629, 2.091, 0.688], [-0.248, 1.054, 0.873], [-3.429, 1.473, 0.738], [-3.924, -0.203, 0.728], [1.453, 1.565, -2.375], [0.755, 1.451, -3.307], [1.068, 1.696, -1.120], [2.782, 1.553, -2.568], [0.155, 2.009, -0.824], [1.822, 1.331, -0.555], [3.364, 1.826, -1.789], [3.096, 1.500, -3.526]], "atomic_forces_ev_per_a": [[4.0, 0.1, 0.4], [0.0, -0.4, 0.4], [0.3, 0.0, 0.1], [-0.4, 0.3, 0.4], [1.8, 1.0, -0.7], [-0.1, -0.3, 0.1], [6.4, -3.4, -1.1], [2.5, -2.2, 1.7], [3.4, 1.7, 1.0], [2.0, -2.1, 2.7], [0.6, -0.3, 0.2], [-1.5, -1.0, 0.6], [-2.2, 0.7, -2.9], [3.4, -3.3, 3.9], [-1.5, 3.0, 5.6], [5.5, -9.9, -0.9], [-0.7, 0.6, 0.0], [0.1, -1.6, 3.7], [2.4, -6.6, -2.2], [-0.2, -0.2, -0.5], [-1.1, 0.9, -1.9], [0.8, -0.6, -3.1], [-4.1, -3.9, 0.5], [0.0, 1.9, -5.0], [-0.6, -1.6, -2.2], [-0.6, 0.2, 0.5], [-1.8, -0.7, -0.9], [0.1, 0.6, -4.3], [-3.9, 3.2, 1.2], [-11.3, 12.8, -2.1], [-2.5, 4.7, 3.8], [-2.5, -1.3, 0.9], [-0.3, -0.3, 0.1], [-1.4, 2.6, 1.2], [-0.2, -0.5, 0.0], [-0.2, 0.2, -0.1], [2.2, 1.2, -0.5], [-3.4, 0.0, -3.6], [2.7, 3.0, 1.5], [1.9, -0.3, 0.9], [1.1, 0.3, 0.0], [-1.3, 1.1, 0.9], [0.4, 0.1, -0.8], [0.1, 0.0, 0.4]], "orbital_gap_ha": 0.292, "mol_weight_g_mol": 304.31, "relative_energy_kcal_mol": 521.1, "max_force_ev_per_a": 17.16, "e_lumo_ev": -0.25}

{"formula": "C6H24O6", "method": "the ωB97M-V functional and the def2-TZVPD basis", "symbols": ["C", "O", "H", "H", "H", "H", "C", "O", "H", "H", "H", "H", "C", "O", "H", "H", "H", "H", "C", "O", "H", "H", "H", "H", "C", "O", "H", "H", "H", "H", "C", "O", "H", "H", "H", "H"], "xyz": [[-0.471, -1.164, 3.622], [-1.489, -0.519, 2.802], [-0.893, -1.329, 4.596], [-0.132, -2.138, 3.163], [0.380, -0.454, 3.644], [-1.469, -0.803, 1.892], [1.051, 1.636, 0.265], [1.721, 0.416, 0.267], [0.160, 1.743, -0.382], [0.726, 1.790, 1.292], [1.678, 2.520, -0.009], [1.392, -0.062, -0.594], [1.495, 0.175, -3.555], [1.561, -0.720, -2.417], [2.439, 0.324, -4.091], [0.789, -0.250, -4.225], [1.124, 1.145, -3.224], [2.525, -0.690, -2.057], [-4.326, 1.524, 1.103], [-4.336, 0.198, 1.652], [-5.002, 1.685, 0.262], [-4.740, 2.272, 1.811], [-3.343, 1.819, 0.806], [-3.556, 0.131, 2.276], [5.233, -0.078, -0.537], [4.278, -1.012, -1.154], [5.894, -0.652, 0.049], [5.797, 0.252, -1.408], [4.686, 0.767, -0.096], [3.668, -1.488, -0.494], [-2.696, -1.196, -1.238], [-2.525, -1.165, 0.186], [-3.184, -2.168, -1.562], [-3.371, -0.451, -1.683], [-1.683, -1.022, -1.624], [-3.385, -1.035, 0.660]], "atomic_forces_ev_per_a": [[0.2, 0.3, -2.1], [0.0, -0.1, 1.2], [-0.1, -0.1, 0.4], [-0.4, 1.0, 0.5], [-0.2, -0.6, 0.3], [0.3, -0.4, -0.6], [-0.4, 1.8, 0.5], [-0.8, -1.8, -3.0], [0.3, -0.6, 0.2], [-0.2, 0.3, 0.1], [0.0, -0.7, 0.1], [1.1, 1.0, 2.1], [0.2, 0.1, 1.0], [2.5, 0.5, 0.4], [0.0, -0.3, 0.3], [-0.6, -0.3, -0.7], [0.0, 0.1, -0.1], [-1.9, -0.1, -1.0], [-0.9, 0.6, 0.9], [0.7, 0.4, 0.6], [0.1, -1.0, -0.2], [0.5, -0.5, 0.1], [0.7, 0.2, -0.2], [-1.1, 0.2, -0.7], [-1.9, -0.4, -1.9], [-1.3, -0.7, 1.2], [0.7, -0.2, 1.3], [0.0, 0.3, 0.1], [0.5, -0.4, 0.3], [1.7, 1.4, -1.0], [-0.4, -0.9, 0.2], [-0.8, 0.1, -0.1], [1.1, 0.7, 0.3], [0.2, 0.4, 0.6], [-0.4, -0.5, -0.3], [0.7, 0.1, -0.8]], "orbital_gap_ha": 0.394, "mol_weight_g_mol": 192.25, "smiles": "CO.CO.CO.CO.CO.CO", "relative_energy_kcal_mol": 89.9, "max_force_ev_per_a": 3.61, "e_lumo_ev": 0.74}

{"formula": "C6H24O6", "method": "the ωB97M-V functional and the def2-TZVPD basis", "symbols": ["C", "O", "H", "H", "H", "H", "C", "O", "H", "H", "H", "H", "C", "O", "H", "H", "H", "H", "C", "O", "H", "H", "H", "H", "C", "O", "H", "H", "H", "H", "C", "O", "H", "H", "H", "H"], "xyz": [[-24.066, -23.859, -4.260], [-22.673, -23.779, -4.230], [-24.429, -24.764, -3.772], [-24.450, -22.919, -3.864], [-24.414, -24.026, -5.279], [-22.464, -22.855, -4.076], [-22.860, -20.454, -9.435], [-23.416, -21.201, -8.315], [-21.835, -20.261, -9.119], [-22.802, -21.004, -10.374], [-23.393, -19.548, -9.721], [-23.249, -20.844, -7.440], [-21.648, -17.220, -1.347], [-21.136, -18.366, -2.020], [-21.655, -16.337, -1.985], [-22.652, -17.467, -1.001], [-21.110, -16.802, -0.496], [-21.234, -19.175, -1.513], [-25.493, -14.563, -5.997], [-24.479, -13.799, -6.515], [-25.703, -15.438, -6.611], [-25.118, -14.869, -5.020], [-26.373, -13.928, -5.888], [-24.511, -12.953, -6.063], [-21.559, -17.010, -6.364], [-21.939, -18.270, -5.862], [-20.473, -16.915, -6.362], [-22.022, -16.838, -7.335], [-22.010, -16.281, -5.691], [-21.763, -18.298, -4.919], [-21.338, -10.942, -4.394], [-21.104, -12.345, -4.690], [-20.636, -10.400, -3.761], [-21.385, -10.374, -5.323], [-22.288, -10.899, -3.862], [-21.823, -12.709, -5.212]], "atomic_forces_ev_per_a": [[-0.6, -0.2, -0.7], [1.0, 0.0, 0.2], [0.1, 0.3, 0.7], [-0.7, -0.4, 0.1], [-0.1, 0.5, -0.3], [0.3, -0.2, -0.1], [0.7, -0.1, 1.5], [-0.8, -0.5, -1.6], [0.1, 0.6, -0.5], [-0.3, -0.8, 0.5], [-0.1, 0.2, 0.6], [0.4, 0.7, -0.4], [-0.7, 0.0, 0.4], [0.6, 0.7, -0.4], [-0.3, -0.5, -0.7], [-0.2, 0.4, 0.0], [0.6, -0.8, 0.3], [-0.1, 0.3, 0.3], [-0.6, -0.4, 1.3], [1.6, 1.2, -1.5], [0.1, 0.2, -0.1], [-0.7, -0.6, 0.4], [-0.5, -0.5, 0.1], [0.1, 0.1, -0.2], [-0.5, 0.4, 0.8], [-0.3, -1.0, -0.3], [0.0, 0.2, -0.3], [0.3, -0.3, -0.1], [0.3, 0.6, -0.1], [0.1, 0.0, 0.1], [-1.2, -0.7, -0.6], [1.1, 0.9, 0.8], [0.6, -1.0, 0.0], [-0.2, 0.1, -0.1], [-0.2, 0.4, -0.1], [-0.1, 0.3, 0.0]], "orbital_gap_ha": 0.382, "mol_weight_g_mol": 192.25, "smiles": "CO.CO.CO.CO.CO.CO", "relative_energy_kcal_mol": 112.4, "max_force_ev_per_a": 2.53, "e_lumo_ev": 0.30}

{"formula": "C6H25NO5", "method": "the ωB97M-V functional and the def2-TZVPD basis", "symbols": ["C", "N", "C", "C", "C", "C", "C", "H", "H", "H", "H", "H", "H", "H", "H", "H", "H", "H", "H", "H", "H", "H", "H", "H", "O", "H", "H", "O", "H", "H", "O", "H", "H", "O", "H", "H", "O"], "xyz": [[-1.756, -1.827, -2.534], [-0.348, -2.108, -2.140], [0.340, -0.899, -1.614], [1.805, -0.964, -2.057], [2.352, 0.500, -2.186], [2.836, -1.762, -1.261], [0.153, -0.809, -0.083], [-2.228, -2.797, -2.645], [-1.670, -1.297, -3.486], [-2.225, -1.150, -1.818], [-0.424, -2.769, -1.373], [-0.134, -0.036, -2.082], [1.868, -1.319, -3.087], [3.275, 0.488, -2.764], [1.653, 1.120, -2.746], [2.525, 0.850, -1.167], [3.864, -1.594, -1.571], [2.623, -2.827, -1.378], [2.748, -1.536, -0.198], [-0.790, -1.309, 0.141], [1.017, -1.206, 0.440], [0.038, 0.195, 0.318], [-0.915, 2.882, 2.748], [-0.587, 3.600, 1.619], [-0.077, 3.267, 2.374], [-0.130, 0.188, 2.741], [-0.476, -1.165, 2.118], [-0.801, -0.526, 2.766], [-1.833, 0.754, 2.869], [-2.907, 1.656, 2.320], [-2.203, 1.659, 2.976], [-2.824, 0.764, -1.856], [-3.410, 0.895, -0.462], [-2.610, 1.084, -0.975], [1.020, 2.032, 2.613], [1.928, 1.129, 3.485], [1.345, 1.108, 2.709]], "atomic_forces_ev_per_a": [[1.8, 0.2, -0.1], [-0.7, 0.1, 0.3], [0.2, -1.3, 0.3], [1.4, 2.0, -1.1], [-0.3, -1.0, 0.2], [-1.1, -0.7, 0.4], [-0.1, 0.6, -0.5], [-0.5, 0.2, -0.1], [-0.5, -0.2, -0.1], [-0.4, -0.4, 0.1], [0.3, -0.1, -0.1], [0.1, 0.0, -0.1], [-0.6, -0.4, 0.0], [0.2, 0.1, 0.3], [-0.1, 0.2, 0.3], [0.1, 0.6, -0.2], [-0.1, 0.2, -0.2], [0.1, -0.1, 0.1], [0.3, 0.0, 0.0], [0.1, -0.2, 0.3], [-0.2, -0.5, 0.2], [0.0, 0.3, -0.3], [0.8, -0.5, 0.7], [1.1, 0.4, -0.5], [-2.0, 0.5, -0.2], [0.5, -0.4, 0.2], [-0.2, 0.2, 0.2], [0.0, -0.3, 0.0], [0.0, 0.1, 0.1], [-0.1, 0.3, 0.1], [-0.4, -0.1, -0.2], [0.0, 0.1, -0.1], [0.3, 0.1, -0.1], [-0.4, 0.0, 0.3], [0.0, -0.2, -0.3], [-0.2, -0.2, -0.3], [0.5, 0.3, 0.5]], "orbital_gap_ha": 0.334, "mol_weight_g_mol": 191.27, "smiles": "CN[C@@H](C)C(C)C.O.O.O.O.O", "relative_energy_kcal_mol": 31.5, "max_force_ev_per_a": 2.71, "e_lumo_ev": 0.27}

{"formula": "C6H25NO5S", "method": "the ωB97M-V functional and the def2-TZVPD basis", "symbols": ["C", "N", "C", "C", "S", "C", "C", "C", "H", "H", "H", "H", "H", "H", "H", "H", "H", "H", "H", "H", "H", "H", "H", "H", "H", "O", "H", "H", "O", "H", "H", "O", "H", "H", "O", "H", "H", "O"], "xyz": [[1.785, 0.404, 0.936], [0.851, 0.490, 2.042], [0.565, 1.844, 2.525], [-0.551, 2.645, 1.860], [-2.102, 2.054, 2.561], [1.538, 1.127, -0.350], [2.769, -0.661, -1.835], [1.478, 0.107, -1.520], [2.774, 0.664, 1.355], [2.039, -0.711, 0.613], [0.005, -0.172, 1.858], [0.210, 1.708, 3.525], [1.531, 2.319, 2.586], [-0.400, 3.702, 2.160], [-0.567, 2.679, 0.762], [-2.901, 1.920, 1.469], [2.284, 1.952, -0.695], [0.659, 1.698, -0.298], [2.728, -1.493, -2.587], [3.481, -0.100, -2.351], [3.067, -1.104, -0.937], [1.135, 0.596, -2.411], [0.724, -0.657, -1.230], [0.309, -4.211, 0.223], [1.428, -3.408, 0.605], [0.668, -3.817, 0.897], [0.195, -1.582, -3.948], [-1.094, -1.220, -3.310], [-0.519, -1.960, -3.422], [-3.209, -1.781, -1.081], [-4.056, -0.761, -0.050], [-3.736, -0.875, -0.920], [-2.882, 1.110, -1.202], [-1.825, 2.023, -0.488], [-2.614, 2.074, -1.092], [-1.569, -1.716, 0.747], [-1.973, -2.575, 1.958], [-2.224, -2.313, 1.044]], "atomic_forces_ev_per_a": [[2.5, -2.0, 0.5], [-1.9, -2.0, -1.1], [-0.3, -1.6, -0.6], [0.5, 1.3, -0.3], [-0.8, -0.3, -0.2], [2.1, 0.6, -2.4], [-1.7, -0.8, -1.3], [-0.7, -0.7, 0.2], [-0.3, 0.3, -0.1], [-1.2, 1.9, 1.2], [1.7, 2.1, 0.7], [0.1, 0.1, 1.0], [0.2, 0.6, -0.2], [-0.3, -0.4, -0.1], [0.1, -0.3, 0.5], [0.5, 0.2, 0.2], [-0.6, -1.4, 1.1], [-1.5, 0.4, -0.1], [-1.0, 0.4, 0.7], [1.5, 1.6, 0.1], [1.3, -0.6, 1.2], [-0.4, 0.3, -0.5], [0.2, 0.4, -0.3], [-3.3, -3.5, -6.0], [2.5, 1.3, -0.9], [0.8, 2.3, 6.9], [0.1, -0.2, 0.0], [-0.8, 0.8, 0.2], [0.7, -0.6, -0.2], [-2.1, 3.1, 1.4], [-0.1, -0.7, 1.7], [2.4, -2.3, -3.2], [0.3, 1.5, 0.2], [-1.2, 0.0, -1.0], [0.8, -1.8, 0.8], [1.2, 0.9, -0.3], [-0.1, 0.3, -1.0], [-1.1, -1.3, 1.4]], "orbital_gap_ha": 0.338, "mol_weight_g_mol": 223.34, "smiles": "CCCCNCCS.O.O.O.O.O", "relative_energy_kcal_mol": 50.4, "max_force_ev_per_a": 7.69, "e_lumo_ev": 0.26}